1.
68
Properties=species:S:1:pos:R:3:forces:R:3 method="wB97M-V/def2-TZVPD" relative_energy_kcal_mol=104.66 multiplicity=4 max_force_ev_per_a=6.73 e_lumo_ha="-0.4973 / -0.5354" total_charge=+4 orbital_gap_ev="3.92 / 2.79"
P 3.987261 -2.075684 -0.451253 0.384 1.161 0.546
C 3.786549 -1.687247 1.359921 -0.086 -0.525 0.120
H 4.780762 -1.558552 1.828221 -0.615 -0.007 -0.035
H 3.261084 -2.564518 1.763747 0.426 0.192 0.328
H 3.131551 -0.810704 1.566818 0.548 -0.357 -0.431
C 5.589693 -3.039356 -0.455686 -0.392 -0.115 -0.084
H 6.017305 -3.088292 -1.463725 -0.152 0.253 0.162
H 5.374327 -4.083178 -0.196454 -0.013 0.268 0.120
H 6.339350 -2.639970 0.246722 -0.377 0.001 -0.267
C 4.526295 -0.357289 -0.988188 0.085 -0.283 -0.351
H 5.527807 -0.118377 -0.522078 -1.111 -0.032 -0.697
H 3.755975 0.432466 -0.722875 0.940 -0.970 -0.223
H 4.591908 -0.450331 -2.101992 0.343 0.543 0.865
P -1.309618 4.499661 -0.607744 -1.244 4.280 -0.409
C -1.500426 5.365121 1.005931 0.550 -1.635 0.732
H -1.710173 6.437228 0.859307 0.090 -0.403 -0.270
H -0.567067 5.215393 1.567786 -0.261 0.388 0.003
H -2.305823 4.873116 1.570033 0.119 0.359 -0.114
C -0.230243 5.664245 -1.536903 1.179 -1.547 -0.187
H -0.202484 5.346345 -2.592112 -0.016 0.353 0.326
H 0.786815 5.553944 -1.125707 -0.250 0.430 -0.256
H -0.595665 6.699947 -1.436449 -0.092 -0.462 0.136
C -2.923180 4.897303 -1.390592 -0.117 -1.856 -0.334
H -3.109860 5.982479 -1.313494 0.260 -0.376 0.112
H -3.694845 4.308223 -0.873386 -0.061 0.460 -0.237
H -2.891764 4.572019 -2.445752 -0.174 0.350 0.388
P -2.265801 -3.850999 -0.391999 -3.425 -2.480 2.503
C -2.548024 -3.304037 1.378281 1.070 0.949 0.229
H -3.279258 -3.971544 1.886163 0.342 0.156 -0.656
H -2.903611 -2.256292 1.419304 -0.104 -0.567 -0.239
H -1.597848 -3.293793 1.958592 -0.683 -0.450 -0.351
C -3.973216 -3.771453 -1.042742 0.174 1.375 -1.262
H -4.556925 -4.595384 -0.610897 0.359 0.113 0.040
H -3.932430 -3.897903 -2.135725 -0.268 -0.095 0.253
H -4.465536 -2.812266 -0.828218 0.173 -0.261 -0.076
C -2.222440 -5.700407 -0.185167 1.584 -0.168 -0.381
H -3.176252 -6.098009 0.232914 0.411 0.742 -0.375
H -1.425697 -5.885780 0.542442 -0.015 -0.316 -0.203
H -1.975639 -6.216511 -1.138054 -0.192 0.281 0.604
Tc -0.131479 0.502592 -1.642438 -1.672 0.903 6.249
C 1.028735 1.192138 -0.248117 4.018 2.893 4.552
O 1.624334 1.561868 0.694146 -2.351 -1.571 -3.626
C -1.618369 0.825744 -0.342684 -2.903 1.244 2.749
O -2.378639 1.003462 0.531369 2.324 -0.737 -2.992
C -1.474176 0.232513 -3.253667 -1.040 -0.853 -1.061
C -0.885362 -0.973193 -2.840600 -0.937 -2.019 -1.019
C 0.528206 -1.087031 -2.720701 0.544 -0.970 -1.710
C 1.328009 0.028027 -3.057824 1.938 -1.034 -0.979
C 0.729827 1.238608 -3.433435 0.751 0.627 -1.200
C -0.666338 1.328176 -3.550544 -0.403 1.964 -0.618
H -2.543190 0.370405 -3.220750 -0.124 -0.168 -0.114
H -1.514565 -1.805228 -2.476981 0.359 0.585 -0.445
H 0.985343 -1.985506 -2.307440 -0.026 0.216 -0.061
H 2.412387 -0.014885 -2.894165 -0.536 -0.054 -0.144
H 1.339872 2.117562 -3.627207 -0.082 -0.169 0.149
H -1.118804 2.320300 -3.753762 0.312 -0.893 0.006
S 0.334792 -1.869610 1.534301 0.263 -0.087 -0.656
C 0.148626 -0.848437 2.857661 -0.557 0.811 0.841
N -0.966723 -0.018554 2.922331 1.295 0.781 1.045
C -1.078423 1.003534 3.822163 -0.362 -0.672 -0.785
C -0.097780 1.197511 4.781697 0.781 -1.129 -0.246
C 0.976542 0.262026 4.842863 -0.502 0.705 0.191
C 1.110976 -0.740625 3.885678 -0.815 0.188 -0.543
H -1.665022 -0.116662 2.204327 -0.190 -0.045 -0.041
H -1.980299 1.630741 3.726585 0.540 -0.417 0.157
H -0.185687 2.039556 5.453069 0.078 -0.100 0.191
H 1.721802 0.316403 5.635964 -0.173 0.191 -0.118
H 1.942542 -1.431032 3.849163 0.084 0.059 0.200

2.
67
Properties=species:S:1:pos:R:3:forces:R:3 method="wB97M-V/def2-TZVPD" relative_energy_kcal_mol=7.95 max_force_ev_per_a=0.96 e_lumo_ha=0.0144 smiles="CCCCCCCCCCCCCCCC(=O)OC[C@H](O)[C@H]1OC(=O)C(O)=C1O" orbital_gap_ev=9.40
C -10.726986 -0.799337 -1.179566 0.072 0.255 -0.008
C -9.639041 0.246488 -0.968825 0.036 -0.358 0.051
C -8.329590 -0.381378 -0.497517 -0.077 0.518 -0.082
C -7.235163 0.661247 -0.283802 0.062 -0.512 0.077
C -5.926299 0.033248 0.188817 -0.064 0.517 -0.083
C -4.834082 1.077864 0.404835 0.067 -0.513 0.076
C -3.525076 0.452569 0.881284 -0.025 0.489 -0.119
C -2.439189 1.505387 1.092478 0.054 -0.301 0.249
C -1.145980 0.938196 1.678552 -0.091 0.089 -0.371
C -0.400667 0.009111 0.722702 0.132 0.118 0.472
C 0.944711 -0.431404 1.295004 -0.193 -0.169 -0.463
C 1.696707 -1.363297 0.347410 0.212 0.133 0.418
C 3.067161 -1.738295 0.906670 -0.140 -0.181 -0.237
C 3.804649 -2.801453 0.093852 0.043 0.178 0.060
C 4.048780 -2.422489 -1.376133 0.024 -0.102 0.164
C 4.957455 -1.231751 -1.500193 0.073 -0.363 -0.303
O 6.160282 -1.275047 -1.566874 -0.075 -0.118 -0.119
O 4.262346 -0.085364 -1.555840 -0.418 0.052 0.129
C 4.978682 1.126900 -1.716204 0.311 0.552 -0.040
C 5.031973 1.956771 -0.418290 -0.069 -0.950 0.111
O 5.270632 3.303645 -0.705462 0.286 0.401 -0.149
C 6.090790 1.457682 0.597665 0.077 0.888 -0.295
O 5.779766 0.186420 1.130077 -0.314 -0.364 0.126
C 6.811227 -0.677060 0.939756 0.501 -0.031 0.052
O 6.818565 -1.812123 1.330236 -0.018 0.213 -0.020
C 7.877503 0.033684 0.220646 -0.164 0.676 0.009
O 9.043631 -0.552188 -0.131887 -0.228 0.103 0.027
C 7.462797 1.291462 0.005936 0.219 -0.845 0.397
O 8.061766 2.325880 -0.630977 -0.026 -0.109 0.041
H -11.650158 -0.331299 -1.513617 -0.135 -0.049 -0.036
H -10.928147 -1.332231 -0.252638 -0.059 -0.094 0.075
H -10.418657 -1.524387 -1.929818 -0.014 -0.112 -0.073
H -9.465049 0.782711 -1.904665 0.011 0.095 0.011
H -9.975636 0.975961 -0.228444 0.022 0.091 -0.022
H -8.504209 -0.918073 0.438168 0.006 -0.101 0.028
H -7.993296 -1.111266 -1.237955 0.015 -0.103 0.002
H -7.572259 1.391559 0.455881 -0.016 0.096 -0.003
H -7.060396 1.197980 -1.219490 -0.009 0.094 -0.026
H -6.101192 -0.504376 1.123900 0.009 -0.096 0.028
H -5.587759 -0.695688 -0.551501 0.017 -0.099 0.003
H -4.657622 1.614089 -0.530800 -0.010 0.097 -0.029
H -5.175481 1.808088 1.142654 -0.009 0.097 -0.002
H -3.192472 -0.278876 0.142926 0.002 -0.119 0.006
H -3.699798 -0.077836 1.820478 0.012 -0.103 0.043
H -2.823547 2.270307 1.772171 -0.041 0.081 -0.050
H -2.219386 1.993436 0.139943 -0.008 0.099 -0.041
H -0.487406 1.770925 1.938508 0.055 -0.014 0.090
H -1.374020 0.399652 2.601384 0.027 0.009 0.105
H -0.236618 0.526100 -0.225925 -0.030 -0.010 -0.111
H -1.006527 -0.875547 0.519625 -0.028 -0.050 -0.107
H 0.782404 -0.937438 2.249635 0.040 0.019 0.096
H 1.560028 0.449948 1.491673 0.043 0.059 0.086
H 1.105970 -2.268701 0.185542 -0.063 -0.052 -0.094
H 1.816990 -0.859718 -0.613133 -0.056 -0.031 -0.106
H 2.941758 -2.126722 1.920158 0.032 0.056 0.074
H 3.683972 -0.842890 0.979487 -0.024 0.005 0.094
H 4.767900 -2.995016 0.569119 -0.023 -0.116 -0.028
H 3.227493 -3.728909 0.103245 0.029 -0.039 0.005
H 4.536131 -3.261317 -1.875181 -0.016 0.113 -0.052
H 3.102933 -2.201311 -1.868202 0.014 -0.031 -0.068
H 5.987832 0.907832 -2.084063 -0.168 0.101 0.008
H 4.431015 1.715506 -2.458318 0.090 -0.082 0.130
H 4.047309 1.907459 0.060025 0.119 -0.040 -0.013
H 6.187360 3.402774 -0.999997 -0.101 0.039 -0.006
H 6.098302 2.186363 1.421534 0.029 -0.129 -0.131
H 8.954837 -1.498382 0.053059 0.000 -0.013 -0.010
H 8.930025 2.033893 -0.939686 -0.029 0.069 -0.047

3.
108
Properties=species:S:1:pos:R:3:forces:R:3 method="wB97M-V/def2-TZVPD" max_force_ev_per_a=3.03 e_lumo_ha=-0.0130 smiles="CCCNB(Br)CCC(F)(F)C(F)(F)C(F)(F)C(F)(F)C(F)(F)C(F)(F)C(F)(F)C(F)(F)F.C[N+](=O)[O-].C[N+](=O)[O-].C[N+](=O)[O-].C[N+](=O)[O-].C[N+](=O)[O-].C[N+](=O)[O-].C[N+](=O)[O-].C[N+](=O)[O-].C[N+](=O)[O-]" orbital_gap_ev=9.67
C 9.957844 -3.336703 1.979555 0.515 0.588 -0.539
C 10.635900 -2.039535 1.526609 -0.715 -0.644 0.169
C 9.558566 -0.992173 1.316082 1.185 0.121 -0.017
N 10.071951 0.415343 1.341961 -1.408 0.037 -0.368
B 9.124169 1.291100 1.960226 0.461 0.203 0.442
Br 9.007472 1.207549 3.919166 -0.178 -0.125 -0.298
C 8.205432 2.315288 1.181554 0.677 -0.354 0.844
C 7.341399 1.563893 0.163274 1.003 0.551 -0.145
C 5.974078 2.162831 -0.038888 0.395 -2.926 0.673
F 6.007943 3.129736 -0.911688 -0.168 1.891 -1.300
F 5.499077 2.575921 1.124496 -0.826 1.209 1.347
C 5.002936 1.033895 -0.488936 0.198 1.698 -0.369
F 5.607684 0.371102 -1.454139 0.650 -1.127 -1.343
F 4.841524 0.226484 0.529309 -0.535 -1.063 1.360
C 3.666675 1.565369 -1.066883 0.482 -1.031 0.332
F 3.905633 1.840736 -2.329646 0.339 0.211 -1.930
F 3.350293 2.705405 -0.506674 -0.848 1.328 1.290
C 2.485991 0.548171 -1.067244 -0.371 1.357 -0.206
F 1.768574 0.779458 -2.154440 -0.987 0.517 -1.335
F 2.976985 -0.654934 -1.188269 0.725 -1.807 0.390
C 1.519467 0.683307 0.103356 0.602 -1.371 0.533
F 0.913678 1.838992 0.115941 -1.180 1.823 -0.727
F 2.269035 0.657039 1.189367 1.051 -0.247 1.515
C 0.468285 -0.463778 0.234103 -0.081 1.529 0.347
F 0.835036 -1.258906 1.204129 0.567 -1.135 1.797
F 0.404447 -1.188732 -0.839458 -0.145 -0.925 -2.348
C -0.970408 -0.014283 0.552172 0.344 -0.258 0.907
F -1.683552 -1.125953 0.513391 -0.782 -1.519 0.146
F -1.472936 0.749568 -0.379573 -0.116 1.448 -1.303
C -1.216579 0.617539 1.962893 0.208 -0.256 -1.186
F -2.021629 1.623907 1.842785 -1.211 1.764 -0.362
F -1.778817 -0.247633 2.737762 -1.016 -1.833 1.379
F -0.130503 1.015485 2.551403 1.947 0.678 0.557
H 9.343514 -3.702997 1.169851 -0.412 -0.238 -0.122
H 10.684637 -4.098759 2.208586 0.182 -0.296 0.238
H 9.348479 -3.102952 2.833043 -0.343 -0.279 0.518
H 11.138498 -2.244989 0.595059 0.502 0.185 -0.319
H 11.345173 -1.717525 2.268994 0.322 0.281 0.239
H 8.788100 -1.133950 2.061254 -0.222 0.135 0.312
H 9.112961 -1.163713 0.344919 -0.370 -0.077 -0.251
H 10.151171 0.720317 0.380572 0.357 -0.086 -0.197
H 8.889192 3.014489 0.714507 -0.018 0.375 -0.365
H 7.645387 2.854380 1.928878 -0.386 0.264 -0.023
H 7.296962 0.518796 0.414409 -0.439 -0.431 0.185
H 7.839518 1.612192 -0.791737 0.101 -0.129 -0.487
C -0.739428 -0.430127 5.841798 0.080 0.050 -0.120
N -0.037138 -1.166645 6.930321 0.072 -0.002 -0.004
O 1.151978 -1.362085 6.802489 -0.147 -0.009 0.064
O -0.714536 -1.521413 7.876496 0.053 0.020 -0.080
H -0.018415 -0.179959 5.073494 0.081 -0.038 0.046
H -1.513214 -1.083757 5.451690 -0.072 0.018 0.094
H -1.170207 0.465654 6.278521 -0.087 -0.060 0.049
C -2.269534 -2.922346 10.469826 0.194 0.022 0.003
N -2.789125 -3.752909 11.593146 0.036 -0.002 0.017
O -1.984311 -4.196539 12.386979 -0.142 0.029 -0.067
O -3.990748 -3.927658 11.633840 0.132 0.003 0.018
H -1.192833 -2.851077 10.557698 0.009 -0.044 0.048
H -2.551023 -3.412368 9.543629 -0.099 0.043 -0.001
H -2.731424 -1.943397 10.547408 -0.099 -0.035 -0.050
C 5.837811 3.827822 -4.674353 -0.078 0.106 -0.108
N 7.326459 3.866990 -4.606255 -0.034 0.041 -0.037
O 7.909012 4.602929 -5.374711 -0.022 -0.116 0.129
O 7.850912 3.151319 -3.776149 0.011 0.046 -0.049
H 5.510542 4.508647 -5.450583 0.074 0.023 -0.023
H 5.548689 2.806549 -4.902395 0.019 -0.035 0.111
H 5.459334 4.130563 -3.702636 0.027 -0.111 0.050
C -2.827990 2.657784 -2.018221 -0.120 0.114 0.041
N -3.897527 3.269855 -2.864848 0.065 -0.092 0.135
O -4.847088 3.784936 -2.300176 0.164 -0.146 -0.162
O -3.747276 3.212286 -4.067629 -0.103 0.083 0.157
H -3.096176 2.782428 -0.976414 -0.099 0.068 -0.024
H -2.759220 1.606723 -2.278586 -0.046 0.041 -0.190
H -1.904764 3.180359 -2.250493 0.028 -0.063 -0.077
C -3.195283 -3.778559 0.885815 0.090 0.065 -0.080
N -3.616620 -5.124063 0.400319 0.024 0.079 0.040
O -3.009821 -5.601979 -0.537768 -0.139 0.015 0.081
O -4.548924 -5.644953 0.978432 0.084 0.017 -0.139
H -2.366391 -3.437555 0.279893 0.015 -0.110 -0.066
H -4.049587 -3.113087 0.787306 -0.066 -0.066 0.072
H -2.900658 -3.886655 1.925237 -0.110 -0.006 0.037
C -6.593030 0.932878 -4.394481 0.074 0.326 -0.024
N -5.716824 -0.185786 -3.961310 0.064 0.286 -0.013
O -4.568507 0.073704 -3.644112 -0.204 -0.164 0.040
O -6.219693 -1.285136 -3.957578 0.114 -0.284 0.116
H -6.026265 1.854912 -4.352228 0.040 0.000 0.004
H -6.915290 0.721338 -5.410007 -0.068 -0.071 0.034
H -7.439709 0.967101 -3.715837 -0.032 -0.050 -0.042
C -6.093035 -4.364401 -1.984636 0.197 -0.070 0.029
N -7.025885 -3.537742 -1.174312 0.139 0.096 -0.002
O -6.554835 -2.609576 -0.542100 -0.036 -0.078 0.011
O -8.196926 -3.842654 -1.196690 -0.057 0.049 -0.019
H -5.094481 -3.965285 -1.861060 0.015 0.051 -0.022
H -6.155949 -5.384472 -1.614981 -0.076 0.005 -0.033
H -6.407109 -4.303417 -3.021373 -0.098 -0.009 0.001
C -7.150921 5.429252 -4.097131 0.198 -0.046 -0.088
N -8.494017 4.794836 -4.171373 0.065 0.189 0.040
O -8.539121 3.593535 -4.336099 -0.068 -0.241 -0.027
O -9.455034 5.523392 -4.057918 0.008 -0.064 -0.010
H -6.394732 4.663514 -4.211341 -0.029 -0.053 0.037
H -7.090937 6.159440 -4.898445 -0.091 0.086 0.060
H -7.071543 5.907719 -3.126408 -0.043 0.072 -0.020
C -10.166751 -1.395945 -4.587709 0.052 -0.088 0.104
N -9.562694 -1.629607 -5.928404 0.221 -0.213 -0.138
O -8.701707 -2.485551 -6.031176 -0.319 0.303 0.069
O -9.977584 -0.940029 -6.838452 0.077 -0.048 0.083
H -9.709959 -2.071516 -3.880216 0.118 -0.117 0.050
H -9.975912 -0.361120 -4.319855 -0.094 0.040 -0.079
H -11.232387 -1.583687 -4.673889 -0.016 0.107 -0.057